[1]
Density functional theory data (ωB97M-V/def2-TZVPD) for a structure of composition C27H50BrN5SiSn.

E_LUMO in eV: -6.3
E_HOMO in eV: -13.8
Kohn-Sham gap in eV: 7.45
Total charge: +2

Each line ends with the Mulliken charge.
Cartesian coordinates (Å):
Sn (1.784, -0.194, -1.937)  0.7232
C (-0.098, -3.702, -4.477)  -1.6459
C (0.561, -2.840, -3.464)  0.4541
N (1.426, -1.934, -3.707)  0.3150
C (2.124, -1.700, -4.928)  -0.7557
C (3.365, -0.834, -4.603)  -0.6915
N (3.748, -1.004, -3.193)  -0.1600
C (5.007, -0.367, -2.811)  -0.6495
C (4.825, 1.118, -2.491)  -0.8718
N (3.746, 1.357, -1.528)  -0.1021
C (4.084, 1.290, -0.106)  -1.3136
C (4.051, -0.125, 0.483)  -0.7541
N (2.890, -0.860, 0.060)  0.5308
C (2.374, -1.825, 0.718)  0.7378
C (2.831, -2.347, 2.032)  -1.8021
C (1.250, -2.543, 0.068)  0.2863
C (0.368, -3.404, 0.713)  -0.4900
C (-0.570, -4.079, -0.055)  -1.0090
C (-0.587, -3.919, -1.433)  -0.7751
C (0.318, -3.035, -2.011)  0.5579
N (1.180, -2.367, -1.243)  -0.0178
H (-0.829, -3.100, -5.021)  0.3561
H (-0.612, -4.546, -4.035)  0.4168
H (0.616, -4.069, -5.215)  0.3921
H (1.495, -1.182, -5.660)  0.3086
H (2.426, -2.652, -5.380)  0.4780
H (3.138, 0.225, -4.760)  0.3552
H (4.189, -1.115, -5.266)  0.4722
H (3.865, -2.004, -3.045)  0.2120
H (5.754, -0.464, -3.608)  0.4448
H (5.380, -0.876, -1.922)  0.2714
H (4.576, 1.647, -3.414)  0.4704
H (5.780, 1.505, -2.117)  0.3359
H (3.412, 2.304, -1.691)  0.2760
H (3.339, 1.887, 0.422)  0.5214
H (5.076, 1.715, 0.084)  0.3693
H (4.103, -0.024, 1.570)  0.6502
H (4.933, -0.675, 0.148)  0.3702
H (3.806, -1.970, 2.318)  0.4821
H (2.868, -3.434, 2.014)  0.4583
H (2.115, -2.057, 2.801)  0.3517
H (0.396, -3.530, 1.782)  0.4815
H (-1.272, -4.747, 0.420)  0.5103
H (-1.306, -4.466, -2.020)  0.3890
C (-1.682, -0.332, 3.798)  -1.9459
C (-1.618, 1.149, 3.406)  2.2952
C (-2.466, 1.952, 4.396)  -1.7074
C (-0.157, 1.593, 3.562)  -1.6623
Si (-2.314, 1.419, 1.606)  -0.7582
Br (-0.557, 0.420, 0.365)  -0.1769
C (-2.327, 3.240, 0.919)  2.2638
C (-3.635, 3.921, 1.339)  -1.7456
C (-1.162, 4.065, 1.482)  -1.9106
C (-2.208, 3.295, -0.610)  -1.7419
C (-3.838, 0.308, 1.117)  2.3757
C (-4.353, 0.658, -0.285)  -2.0188
C (-3.516, -1.193, 1.101)  -1.7766
C (-4.969, 0.553, 2.122)  -1.7685
H (-1.220, -0.473, 4.774)  0.6097
H (-1.154, -0.960, 3.080)  0.2263
H (-2.708, -0.677, 3.878)  0.3394
H (-2.082, 1.811, 5.405)  0.5282
H (-3.504, 1.633, 4.389)  0.3206
H (-2.433, 3.016, 4.176)  0.3126
H (0.177, 1.364, 4.574)  0.5617
H (-0.041, 2.661, 3.420)  0.3191
H (0.505, 1.075, 2.869)  0.0846
H (-3.766, 3.904, 2.419)  0.3438
H (-4.501, 3.449, 0.881)  0.2972
H (-3.624, 4.962, 1.021)  0.5352
H (-1.251, 4.203, 2.556)  0.3386
H (-1.171, 5.056, 1.029)  0.5997
H (-0.200, 3.605, 1.257)  0.2723
H (-3.025, 2.785, -1.109)  0.3106
H (-1.269, 2.862, -0.955)  0.2602
H (-2.228, 4.335, -0.932)  0.5414
H (-3.585, 0.497, -1.042)  0.3180
H (-4.704, 1.684, -0.346)  0.3559
H (-5.198, 0.016, -0.529)  0.5986
H (-2.652, -1.418, 0.476)  0.2143
H (-4.367, -1.732, 0.689)  0.5617
H (-3.334, -1.585, 2.096)  0.3055
H (-5.257, 1.601, 2.155)  0.3320
H (-4.687, 0.244, 3.125)  0.3365
H (-5.847, -0.024, 1.836)  0.5143

[2]
Density functional theory data (ωB97M-V/def2-TZVPD) for the molecule C2H2O5S.

E_LUMO in eV: 0.4
E_HOMO in eV: -11.4
Relative energy (zero: lowest compared OMol25 entry of this formula, charge and spin) in kcal per mole: 11.9
Kohn-Sham gap in eV: 11.79
Total charge: 0

Each line ends with the Mulliken charge.
Cartesian coordinates (Å):
C (-1.694, 0.237, 0.683)  0.9454
C (-0.244, 0.372, 0.667)  -0.5705
O (-0.976, -0.867, 0.126)  -0.4155
O (-2.639, 0.009, 1.575)  -0.2877
O (-4.532, 0.032, -0.345)  -0.4687
O (-2.339, 1.131, -0.097)  -0.3309
O (-4.389, 1.829, 1.179)  -0.4732
S (-3.733, 0.716, 0.611)  1.0314
H (0.377, 0.115, 1.459)  0.3077
H (-0.035, 1.193, 0.044)  0.2621

[3]
Density functional theory data (ωB97M-V/def2-TZVPD) for a cluster of 2 separate species, C4H7O2P in total.

E_LUMO (spin up / spin down) in eV: 0.1 / 0.1
E_HOMO (spin up / spin down) in eV: -8.9 / -8.9
Relative energy (zero: lowest compared OMol25 entry of this formula, charge and spin) in kcal per mole: 83.2
Kohn-Sham gap (spin up / spin down) in eV: 8.97 / 8.97
Total charge: 0

Each line ends with the Mulliken charge.
Cartesian coordinates (Å):
C (-1.047, -1.033, 0.329)  -0.2954
C (-0.867, -1.191, -0.980)  -0.4047
C (-0.205, -0.009, 1.042)  -0.5971
C (0.979, 0.206, 0.138)  -0.0791
O (1.497, -0.610, -2.457)  -0.6774
O (2.111, -0.397, 0.509)  -0.3587
P (0.452, -0.090, -1.571)  0.4358
H (-1.757, -1.604, 0.910)  0.3671
H (-1.386, -1.910, -1.589)  0.4454
H (-0.775, 0.912, 1.173)  0.2488
H (0.118, -0.359, 2.022)  0.3119
H (1.465, 2.124, 0.120)  0.1646
H (2.694, -0.487, -0.265)  0.3436
H (-0.177, 1.063, -2.020)  0.0953

[4]
Density functional theory data (ωB97M-V/def2-TZVPD) for a cluster of 2 separate species, C5H9N3O2 in total.

E_LUMO in eV: -0.7
E_HOMO in eV: -9.6
SMILES: CN/C(C=O)=N/CC#N.O
Relative energy (zero: lowest compared OMol25 entry of this formula, charge and spin) in kcal per mole: 37.4
Kohn-Sham gap in eV: 8.86
Total charge: 0

Each line ends with the Mulliken charge.
Cartesian coordinates (Å):
C (3.474, -2.156, -1.730)  -0.8493
N (3.182, -2.580, -0.386)  -0.1475
C (2.288, -1.954, 0.400)  0.5550
C (2.113, -2.630, 1.751)  0.0243
O (2.783, -3.583, 2.068)  -0.4833
N (1.636, -0.919, -0.005)  -0.5222
C (0.629, -0.299, 0.827)  -0.3613
C (0.050, 0.867, 0.127)  0.1409
N (-0.339, 1.870, -0.305)  -0.4939
H (3.900, -1.141, -1.739)  0.2739
H (4.193, -2.852, -2.172)  0.3339
H (2.559, -2.143, -2.341)  0.2760
H (3.674, -3.366, 0.019)  0.2639
H (1.356, -2.204, 2.435)  0.3345
H (-0.208, -0.979, 1.068)  0.3286
H (1.021, 0.077, 1.787)  0.3337
O (-2.976, 0.886, -1.818)  -0.6589
H (-2.838, 0.186, -1.172)  0.2904
H (-2.446, 1.649, -1.503)  0.3612